1.
Entry from OMol25: a cluster of 2 separate species, C5H11NO2 in total in a non-equilibrium geometry (ωB97M-V/def2-TZVPD).

* net charge: 0
* energy above the lowest of the compared OMol25 structures with the same formula, charge and spin: 1.802 eV
* spin multiplicity: 1
* HOMO-LUMO gap: 9.13 eV
* largest force on an atom: 1.5 eV/A
* E_HOMO: -8.5 eV

Element x y z (Å)
1 O -1.624 -4.190 -1.163
2 O 2.007 3.733 -0.128
3 N -0.792 -1.331 0.456
4 C -0.522 1.100 0.465
5 C 0.021 -0.256 0.068
6 C 0.592 2.098 0.874
7 C 1.100 2.951 -0.244
8 C 1.160 -0.478 -0.572
9 H 1.811 0.298 -0.959
10 H -1.918 -4.323 -0.243
11 H -1.045 -2.007 -0.250
12 H -1.014 1.509 -0.403
13 H -1.241 0.992 1.269
14 H -1.579 -1.093 1.035
15 H 1.427 1.532 1.297
16 H 1.478 -1.477 -0.855
17 H 0.608 2.836 -1.233
18 H -0.730 -4.592 -1.140
19 H 0.261 2.698 1.727

Löwdin atomic charge list, values in e, 5 entries: -0.0769 0.0511 0.0783 -0.1464 -0.4253

---

2.
Entry from OMol25: a cluster of 2 separate species, C3H11N2 in total in a non-equilibrium geometry (ωB97M-V/def2-TZVPD).

* net charge: +1
* energy above the lowest of the compared OMol25 structures with the same formula, charge and spin: 2.208 eV
* spin multiplicity: 1
* HOMO-LUMO gap: 10.65 eV
* largest force on an atom: 4.2 eV/A
* E_HOMO: -14.1 eV

Element x y z (Å)
1 N 0.456 0.460 0.849
2 N -0.107 -1.070 -1.454
3 C 1.587 -0.068 1.059
4 C -0.860 0.212 -1.819
5 C -0.349 0.875 1.942
6 H 2.341 -0.207 0.310
7 H -1.440 0.556 -0.979
8 H -0.281 1.906 2.300
9 H -0.196 0.911 -2.325
10 H -0.291 0.251 2.846
11 H 0.629 -0.889 -0.600
12 H 1.814 -0.405 2.086
13 H -1.426 0.919 1.655
14 H -0.768 -1.666 -0.962
15 H 0.296 -1.574 -2.231
16 H -1.405 -0.211 -2.677

Löwdin atomic charge list, values in e, 5 entries: -0.1216 0.0990 -0.0295 -0.0097 -0.1340

---

3.
Entry from OMol25: a structure of composition C15H12ClGaN2O4 in a non-equilibrium geometry (ωB97M-V/def2-TZVPD).

* net charge: -2
* energy above the lowest of the compared OMol25 structures with the same formula, charge and spin: 0.000 eV
* spin multiplicity: 1
* HOMO-LUMO gap: 3.91 eV
* largest force on an atom: 5.2 eV/A
* E_HOMO: 0.6 eV

Element x y z (Å)
1 Ga 0.050 -0.134 -0.216
2 Cl -2.239 -1.562 -0.378
3 O 0.572 -1.873 -0.452
4 O 0.497 1.777 -0.653
5 O 1.894 -0.338 0.854
6 O 2.838 -2.803 2.199
7 N -1.509 2.347 0.327
8 N -1.411 1.007 0.734
9 C 3.675 -2.304 1.164
10 C 0.548 5.362 -2.798
11 C 0.878 -2.757 3.420
12 C -0.615 0.821 1.726
13 C -0.367 -2.263 3.821
14 C 1.212 -0.986 1.742
15 C 0.516 4.149 -2.121
16 C 1.639 -2.164 2.444
17 C -0.379 6.351 -2.504
18 C -1.373 4.909 -0.854
19 C -0.839 -1.125 3.207
20 C -0.079 -0.521 2.207
21 C -1.341 6.120 -1.526
22 C -0.443 3.912 -1.146
23 C -0.498 2.592 -0.457
24 H 4.548 -2.967 1.153
25 H -0.356 7.296 -3.035
26 H -2.122 4.711 -0.099
27 H -0.937 -2.761 4.596
28 H 4.014 -1.290 1.370
29 H 1.228 3.366 -2.344
30 H 3.168 -2.353 0.198
31 H 1.299 5.527 -3.561
32 H -2.072 6.884 -1.289
33 H -1.791 -0.689 3.486
34 H -0.194 1.684 2.256
35 H 1.281 -3.650 3.887

Löwdin atomic charge list, values in e, 5 entries: 0.2346 -0.3357 -0.5599 -0.0534 -0.1290

---

4.
Entry from OMol25: a structure of composition C52H64N5O3P2STeTi in a non-equilibrium geometry (ωB97M-V/def2-TZVPD).

* net charge: -2
* energy above the lowest of the compared OMol25 structures with the same formula, charge and spin: 1.749 eV
* spin multiplicity: 2
* HOMO-LUMO gap (spin up / spin down): 4.97 / 5.86 eV
* largest force on an atom: 1.3 eV/A
* E_HOMO (spin up / spin down): -1.3 / -2.2 eV

Element x y z (Å)
1 Te 0.754 1.500 4.231
2 Ti 0.547 0.959 -0.449
3 S 2.200 -0.986 -3.522
4 P -2.511 -2.368 -0.947
5 P -2.445 -2.789 2.379
6 O 0.546 2.913 -0.176
7 O -1.271 0.645 0.128
8 O -3.447 1.102 0.199
9 N 0.811 -2.147 -1.477
10 N 0.547 1.930 1.870
11 N 0.818 -3.257 -3.475
12 N 2.548 0.930 0.217
13 N 1.168 -1.041 -0.738
14 C 2.473 -0.182 0.993
15 C 1.357 -0.510 10.458
16 C 1.428 4.386 5.792
17 C 2.892 3.455 -3.731
18 C 4.201 1.843 1.664
19 C 3.432 1.441 6.375
20 C -4.064 -2.228 0.058
21 C -2.407 2.116 3.296
22 C 1.190 0.084 9.085
23 C -0.223 0.793 7.241
24 C -0.443 3.245 4.483
25 C 0.267 2.855 -4.472
26 C 3.382 1.918 0.565
27 C -3.446 -4.140 3.159
28 C 2.155 1.007 7.057
29 C 2.291 0.469 8.332
30 C 0.965 4.374 1.633
31 C 1.618 -2.594 1.135
32 C 0.061 4.359 5.173
33 C 0.442 6.729 1.642
34 C 1.508 6.969 2.505
35 C -1.245 1.108 -2.912
36 C 1.058 3.731 -5.256
37 C -3.806 -1.872 1.527
38 C -3.248 -2.297 -2.639
39 C 0.883 1.174 6.466
40 C -0.060 0.263 8.521
41 C 2.341 4.033 -4.892
42 C -2.496 4.449 4.114
43 C 0.657 2.981 1.178
44 C -1.772 1.619 -4.122
45 C 1.680 -1.260 0.458
46 C -1.642 0.938 6.754
47 C -0.727 5.497 5.299
48 C -1.044 2.495 -4.875
49 C 3.207 -0.274 2.192
50 C 1.223 -2.128 -2.719
51 C -2.249 -4.195 -0.903
52 C -2.249 -1.696 3.838
53 C 0.990 -4.556 -2.842
54 C 0.183 5.444 1.198
55 C 2.452 -4.973 -2.708
56 C 2.026 4.622 2.497
57 C -1.741 3.286 3.966
58 C -2.830 6.818 4.901
59 C 2.139 2.616 -2.955
60 C 0.795 2.306 -3.279
61 C 2.303 5.913 2.922
62 C 4.085 0.728 2.511
63 C -2.288 1.430 -0.007
64 C 0.014 1.433 -2.455
65 C -2.008 5.566 4.769
66 H 3.379 1.339 5.293
67 H -2.180 -0.011 6.828
68 H -1.607 -4.461 -1.742
69 H 4.665 0.671 3.424
70 H -3.716 -1.323 -2.791
71 H 1.758 5.418 5.931
72 H 4.282 0.862 6.741
73 H 1.421 3.884 6.764
74 H 2.155 3.862 5.174
75 H -4.678 -3.135 -0.036
76 H -3.542 -0.815 1.576
77 H -0.186 7.549 1.312
78 H -1.868 0.426 -2.344
79 H 3.346 2.796 -0.070
80 H -1.443 2.915 -5.793
81 H 1.713 7.976 2.852
82 H -2.318 7.676 4.456
83 H 1.810 0.203 11.152
84 H -3.880 -4.765 2.375
85 H 2.619 3.784 2.841
86 H -1.698 1.461 2.798
87 H 1.301 -3.201 -4.359
88 H 0.958 -3.252 0.579
89 H 0.431 -5.297 -3.425
90 H -0.943 -0.030 9.085
91 H 3.921 3.664 -3.461
92 H -4.258 -3.739 3.773
93 H -2.180 1.673 7.360
94 H -3.496 4.473 3.690
95 H 3.132 6.090 3.598
96 H -3.023 7.062 5.949
97 H 2.001 -1.392 10.436
98 H 0.530 -4.513 -1.856
99 H -1.684 1.265 5.723
100 H 0.628 4.148 -6.161
101 H 2.583 2.137 -2.093
102 H -2.956 1.523 4.037
103 H 4.875 2.658 1.890
104 H 3.073 -1.130 2.838
105 H 3.034 -4.151 -2.288
106 H 2.612 -3.048 1.197
107 H -4.627 -1.409 -0.400
108 H -3.792 6.707 4.399
109 H -3.193 -4.744 -0.992
110 H -4.718 -2.009 2.124
111 H -0.311 6.362 5.810
112 H 1.231 -2.484 2.151
113 H 2.565 -5.843 -2.055
114 H -3.214 -1.384 4.249
115 H 2.941 4.701 -5.501
116 H -2.443 -2.404 -3.368
117 H -3.133 2.457 2.560
118 H 0.394 -0.810 10.873
119 H 3.288 0.344 8.749
120 H -2.815 -4.777 3.782
121 H -1.683 -2.214 4.617
122 H -1.678 -0.806 3.570
123 H -2.768 1.322 -4.432
124 H -2.023 2.453 -0.336
125 H -3.997 -3.079 -2.812
126 H -1.746 -4.486 0.017
127 H -0.628 5.250 0.507
128 H 2.883 -5.223 -3.681
129 H 3.637 2.495 6.583

Löwdin atomic charge list, values in e, 5 entries: 1.4749 1.0627 0.5056 0.8692 0.8495

---

5.
Entry from OMol25: a cluster of 2 separate species, C4H10O2 in total (ωB97M-V/def2-TZVPD).

* net charge: 0
* energy above the lowest of the compared OMol25 structures with the same formula, charge and spin: 0.264 eV
* spin multiplicity: 1
* HOMO-LUMO gap: 10.91 eV
* largest force on an atom: 0.4 eV/A
* E_HOMO: -10.0 eV

Element x y z (Å)
1 O 0.455 0.779 1.359
2 O 2.600 -1.002 1.063
3 C -0.096 0.822 0.272
4 C -1.166 1.841 0.021
5 C -0.692 -1.378 -0.612
6 C 0.219 -0.160 -0.816
7 H -1.972 1.425 -0.591
8 H 2.488 -1.644 1.773
9 H -0.417 -2.197 -1.283
10 H 1.932 -0.322 1.265
11 H -0.749 2.697 -0.525
12 H 1.261 -0.468 -0.735
13 H -1.736 -1.106 -0.802
14 H -1.541 2.173 0.989
15 H -0.603 -1.740 0.418
16 H 0.018 0.280 -1.797

Löwdin atomic charge list, values in e, 5 entries: 0.0574 -0.0766 -0.4532 -0.0081 -0.0797

---

6.
Entry from OMol25: a structure of composition C3H4Ag5Br2O3 in a non-equilibrium geometry (ωB97M-V/def2-TZVPD).

* net charge: +3
* energy above the lowest of the compared OMol25 structures with the same formula, charge and spin: 11.777 eV
* spin multiplicity: 1
* HOMO-LUMO gap: 4.19 eV
* largest force on an atom: 13.8 eV/A
* E_HOMO: -18.5 eV

Element x y z (Å)
1 Ag -19.003 -9.221 8.157
2 Ag -21.579 -6.998 11.165
3 Ag -22.281 -9.688 10.169
4 Ag -21.801 -8.961 7.561
5 Ag -19.697 -9.542 11.051
6 Br -20.303 -4.096 10.544
7 Br -19.145 -4.434 7.187
8 O -20.302 -8.102 8.231
9 O -22.041 -7.940 9.385
10 O -20.170 -8.093 10.313
11 C -19.516 -5.914 8.471
12 C -20.826 -8.076 9.320
13 C -19.010 -5.454 9.891
14 H -20.590 -6.103 8.469
15 H -18.985 -6.797 8.115
16 H -19.089 -6.256 10.625
17 H -18.007 -5.028 9.879

Löwdin atomic charge list, values in e, 5 entries: 1.0710 0.9150 0.9482 1.0186 1.0769

---

no.,E_tot (hartree)
1,-402.31192
2,-230.10123
3,-3374.15448
4,-4717.88884
5,-308.88847
6,-6223.64477